This record from the OMol25 dataset describes an isolated ion of composition C6H13NO and charge +1 at a distorted geometry. The level of theory is ωB97M-V with the def2-TZVPD basis set.

The geometry in XYZ format:
```
21
C6H13NO, DFT ωB97M-V with the def2-TZVPD basis set
C -1.80619 -1.76479 -0.72247
C -1.43560 -0.50885 -1.52364
C -0.00484 0.09869 -1.25287
C 1.14793 1.80208 2.06145
O 2.54774 1.82145 1.89671
C 0.58410 1.52204 0.70607
C 0.28080 0.26684 0.18774
N -1.18596 -2.93370 -1.41334
H -2.90201 -1.78665 -0.78620
H -1.52651 -1.72560 0.32574
H -2.16485 0.30100 -1.45859
H -1.42504 -0.74309 -2.59019
H 0.00120 1.08936 -1.70924
H 0.69544 -0.52155 -1.82458
H 0.72826 2.76662 2.35865
H 0.89871 1.05354 2.82280
H 3.00885 2.08217 2.71496
H 0.38773 2.36512 0.04680
H 0.20905 -0.67059 0.72861
H -1.40160 -3.71193 -0.81610
H -1.71682 -2.99635 -2.27266
```

The calculation puts the lowest unoccupied orbital energy (alpha / beta) at -4.706 / -8.557 eV. The total charge is +1. For the energy above the lowest of the compared OMol25 structures with the same formula, charge and spin, the calculation gives 52.46 kcal/mol. The total energy is -9960.0841 eV. As for the spin multiplicity: 2.